Density functional theory data (the ωB97M-V functional and the def2-TZVPD basis) for a 2-piece molecular cluster, C6H10O overall at a distorted geometry.

Structure (ORCA input):
```
! wB97M-V def2-TZVPD RIJCOSX def2/J DEFGRID3
* xyz 0 1
C -0.460 -1.699 0.287
C -0.283 -1.536 1.597
C 0.326 -0.971 -1.900
C -0.350 -0.691 -0.774
C -0.950 0.662 -0.583
C -1.765 1.262 -1.453
H -0.266 -2.694 -0.107
H -0.484 -2.347 2.283
H -0.026 -0.583 2.030
H 0.565 -0.183 -2.599
H 0.494 -2.011 -2.146
H -0.743 1.044 0.416
H -2.705 1.738 -1.215
H -1.529 1.183 -2.511
H 1.831 1.669 2.159
H 2.416 2.796 1.467
O 2.668 2.156 2.146
*
```

HOMO-LUMO gap   0.3356 Ha
Energy above the lowest of the compared OMol25 structures with the same formula, charge and spin   70.1 kcal per mole
Structure (SMILES)   C=CC(=C)C=C.O



Density functional theory data (the ωB97M-V functional and the def2-TZVPD basis) for an isolated molecule of C6H10O.

Structure (ORCA input):
```
! wB97M-V def2-TZVPD RIJCOSX def2/J DEFGRID3
* xyz 0 1
C 2.559 0.146 0.242
C 1.118 0.119 -0.215
C 0.161 -0.697 0.406
O -0.803 0.847 1.453
C -1.850 0.239 0.788
C -1.895 0.340 -0.708
C -1.251 -0.866 -0.058
H 3.172 -0.566 -0.323
H 2.635 -0.106 1.305
H 2.994 1.140 0.106
H 0.907 0.398 -1.248
H 0.369 0.875 0.482
H 0.429 -1.241 1.311
H -2.780 0.082 1.338
H -2.841 0.124 -1.197
H -1.293 1.092 -1.213
H -1.629 -1.874 -0.209
*
```

HOMO-LUMO gap   0.3119 Ha
Energy above the lowest of the compared OMol25 structures with the same formula, charge and spin   101.8 kcal per mole



Density functional theory data (the ωB97M-V functional and the def2-TZVPD basis) for an isolated molecule of C6H10O.

Structure (ORCA input):
```
! wB97M-V def2-TZVPD RIJCOSX def2/J DEFGRID3
* xyz 0 1
C -1.022 1.580 0.940
C 0.331 0.871 0.837
O 0.210 -0.419 1.490
C 0.800 -1.118 0.389
C -0.210 -1.657 -0.653
C -0.020 -0.350 -1.475
C 0.961 0.187 -0.414
H -1.780 1.226 0.234
H -1.373 1.322 1.947
H -0.983 2.676 0.890
H 1.068 1.511 1.349
H 1.606 -1.790 0.705
H -1.207 -1.843 -0.242
H 0.116 -2.560 -1.186
H 0.447 -0.518 -2.451
H -0.911 0.268 -1.617
H 1.942 0.554 -0.723
*
```

HOMO-LUMO gap   0.3845 Ha
Energy above the lowest of the compared OMol25 structures with the same formula, charge and spin   34.2 kcal per mole
Structure (SMILES)   C[C@H]1O[C@H]2CC[C@H]21



Density functional theory data (the ωB97M-V functional and the def2-TZVPD basis) for C6H10O as an isolated structure.

Structure (ORCA input):
```
! wB97M-V def2-TZVPD RIJCOSX def2/J DEFGRID3
* xyz 0 1
C 2.061 0.381 0.129
C 0.596 0.071 -0.019
C -0.073 -1.208 0.529
C -0.904 -0.934 -0.732
C -1.707 0.313 -0.330
C -0.513 1.104 0.297
O 0.255 -0.355 -1.368
H 2.310 1.323 -0.372
H 2.631 -0.422 -0.350
H 2.358 0.445 1.181
H -0.592 -1.105 1.488
H 0.550 -2.103 0.494
H -1.378 -1.716 -1.328
H -2.518 0.079 0.369
H -2.128 0.805 -1.210
H -0.341 2.083 -0.158
H -0.607 1.240 1.380
*
```

HOMO-LUMO gap   0.3909 Ha
Energy above the lowest of the compared OMol25 structures with the same formula, charge and spin   16.6 kcal per mole



Density functional theory data (the ωB97M-V functional and the def2-TZVPD basis) for a 2-piece molecular cluster, C6H10O overall.

Structure (ORCA input):
```
! wB97M-V def2-TZVPD RIJCOSX def2/J DEFGRID3
* xyz 0 1
C 0.313 0.135 -1.091
C 0.868 0.051 0.304
O 1.598 0.896 0.775
C 0.178 -0.995 1.145
C -1.266 -0.544 1.244
C -1.771 0.338 0.380
C -0.997 0.901 -0.795
H 0.961 0.702 -1.766
H 0.128 -0.856 -1.529
H 3.040 -0.384 -1.169
H 3.024 0.130 -0.634
H 0.245 -1.987 0.679
H 0.664 -1.022 2.122
H -1.863 -0.935 2.068
H -2.784 0.713 0.522
H -0.714 1.939 -0.567
H -1.624 0.917 -1.688
*
```

HOMO-LUMO gap   0.3795 Ha
Energy above the lowest of the compared OMol25 structures with the same formula, charge and spin   28.0 kcal per mole
Structure (SMILES)   O=C1CC=CCC1.[H][H]



Density functional theory data (the ωB97M-V functional and the def2-TZVPD basis) for C6H10O as an isolated structure.

Structure (ORCA input):
```
! wB97M-V def2-TZVPD RIJCOSX def2/J DEFGRID3
* xyz 0 1
C -1.632 0.170 1.006
C -2.003 0.159 -0.428
C -0.885 -0.782 0.113
C 0.632 -0.593 -0.119
C 0.228 -0.252 -1.463
C 2.388 0.916 0.235
O 1.149 0.428 0.696
H -1.052 1.012 1.367
H -2.303 -0.285 1.728
H -2.900 -0.373 -0.730
H -1.753 1.013 -1.039
H -1.177 -1.827 0.142
H 1.140 -1.547 0.095
H 0.013 -1.202 -1.984
H 2.293 1.342 -0.772
H 3.156 0.127 0.220
H 2.704 1.695 0.933
*
```

HOMO-LUMO gap   0.3435 Ha
Energy above the lowest of the compared OMol25 structures with the same formula, charge and spin   110.9 kcal per mole



Density functional theory data (the ωB97M-V functional and the def2-TZVPD basis) for an isolated molecule of C6H10O.

Structure (ORCA input):
```
! wB97M-V def2-TZVPD RIJCOSX def2/J DEFGRID3
* xyz 0 1
C 1.904 -1.592 -0.335
O 1.658 -0.185 -0.183
C 0.465 0.336 -0.008
C -2.024 0.473 0.039
C 0.553 1.836 -0.133
C -0.746 -0.328 0.262
C -0.660 -1.593 0.862
H 1.174 -2.027 -1.020
H 2.911 -1.646 -0.757
H 1.815 -2.097 0.625
H -2.056 0.897 -0.976
H -2.118 1.296 0.761
H -2.896 -0.180 0.168
H -0.027 2.330 0.653
H 0.136 2.157 -1.096
H 1.602 2.144 -0.080
H -1.691 -1.822 1.216
*
```

HOMO-LUMO gap   0.2863 Ha
Energy above the lowest of the compared OMol25 structures with the same formula, charge and spin   84.9 kcal per mole



Density functional theory data (the ωB97M-V functional and the def2-TZVPD basis) for C6H10O as an isolated structure.

Structure (ORCA input):
```
! wB97M-V def2-TZVPD RIJCOSX def2/J DEFGRID3
* xyz 0 1
C -0.732 2.574 0.735
C -0.542 -1.004 -0.022
C 0.408 -0.853 1.143
C 1.397 -0.406 -0.001
C 0.204 -0.479 -0.999
C -0.449 -1.589 -1.828
O -1.305 -1.945 -0.669
H -1.769 2.914 0.759
H -0.393 2.262 1.727
H -0.078 3.360 0.336
H 0.146 -0.091 1.881
H 0.663 -1.798 1.631
H 2.129 -1.201 -0.187
H 1.924 0.553 0.100
H -0.737 1.682 0.114
H 0.228 -2.426 -2.017
H -1.054 -1.347 -2.705
*
```

HOMO-LUMO gap   0.3531 Ha
Energy above the lowest of the compared OMol25 structures with the same formula, charge and spin   97.0 kcal per mole



Density functional theory data (the ωB97M-V functional and the def2-TZVPD basis) for an isolated molecule of C6H10O.

Structure (ORCA input):
```
! wB97M-V def2-TZVPD RIJCOSX def2/J DEFGRID3
* xyz 0 1
C -0.590 -1.504 0.957
C -0.741 -0.364 -0.050
C -0.799 1.021 0.641
C 0.534 1.702 0.608
O -0.010 0.548 -2.106
C 1.380 0.735 -0.147
C 0.466 -0.174 -0.974
H -1.495 -1.584 1.570
H 0.250 -1.340 1.644
H -0.438 -2.472 0.467
H -1.623 -0.549 -0.672
H -1.164 1.007 1.676
H -1.478 1.712 0.116
H 0.727 1.048 -2.479
H 2.246 1.155 -0.674
H 1.802 0.178 0.714
H 0.932 -1.119 -1.289
*
```

HOMO-LUMO gap   0.3208 Ha
Energy above the lowest of the compared OMol25 structures with the same formula, charge and spin   69.7 kcal per mole



Density functional theory data (the ωB97M-V functional and the def2-TZVPD basis) for an isolated molecule of C6H10O.

Structure (ORCA input):
```
! wB97M-V def2-TZVPD RIJCOSX def2/J DEFGRID3
* xyz 0 1
C -1.249 1.358 0.765
C -0.396 0.175 0.374
C 0.864 -0.293 1.130
C 1.630 -0.351 -0.220
C 0.340 0.033 -0.982
C -0.675 -1.078 -1.239
O -1.188 -1.010 0.099
H -1.562 1.298 1.812
H -0.728 2.310 0.614
H -2.147 1.357 0.138
H 1.282 0.332 1.926
H 0.638 -1.280 1.534
H 2.086 -1.314 -0.472
H 2.395 0.426 -0.317
H 0.407 0.823 -1.734
H -0.302 -2.071 -1.520
H -1.457 -0.773 -1.945
*
```

HOMO-LUMO gap   0.3841 Ha
Energy above the lowest of the compared OMol25 structures with the same formula, charge and spin   31.4 kcal per mole
Structure (SMILES)   C[C@]12CC[C@H]1CO2



Density functional theory data (the ωB97M-V functional and the def2-TZVPD basis) for an isolated molecule of C6H10O.

Structure (ORCA input):
```
! wB97M-V def2-TZVPD RIJCOSX def2/J DEFGRID3
* xyz 0 1
C 2.692 -0.192 0.009
C 1.357 -0.412 0.604
C -1.301 -0.750 -0.879
C -1.525 0.505 -0.084
C -2.489 -0.625 0.040
O -0.741 0.769 1.043
C 0.632 0.857 0.761
H 3.079 0.839 -0.067
H 2.521 -0.556 -1.020
H 3.450 -0.866 0.420
H -0.497 -1.404 -0.555
H -1.467 -0.706 -1.953
H -1.837 1.399 -0.627
H -3.482 -0.528 -0.386
H -2.433 -1.172 0.976
H 0.841 1.629 -0.008
H 1.117 1.224 1.690
*
```

HOMO-LUMO gap   0.3218 Ha
Energy above the lowest of the compared OMol25 structures with the same formula, charge and spin   104.2 kcal per mole



Density functional theory data (the ωB97M-V functional and the def2-TZVPD basis) for an isolated molecule of C6H10O.

Structure (ORCA input):
```
! wB97M-V def2-TZVPD RIJCOSX def2/J DEFGRID3
* xyz 0 1
C 2.303 -0.119 -0.087
C 1.121 0.747 0.383
C 0.070 -0.227 0.806
O -1.453 1.040 1.375
C -2.075 0.227 0.572
C -1.697 0.013 -0.851
C -0.832 -0.905 -0.044
H 1.982 -0.780 -0.899
H 2.682 -0.749 0.726
H 3.127 0.504 -0.446
H 0.765 1.381 -0.429
H 1.415 1.386 1.219
H 0.306 -0.735 1.745
H -3.049 -0.179 0.896
H -2.429 -0.502 -1.466
H -1.243 0.871 -1.349
H -1.011 -1.969 0.047
*
```

HOMO-LUMO gap   0.2838 Ha
Energy above the lowest of the compared OMol25 structures with the same formula, charge and spin   86.2 kcal per mole



Density functional theory data (the ωB97M-V functional and the def2-TZVPD basis) for an isolated molecule of C6H10O at a distorted geometry.

Structure (ORCA input):
```
! wB97M-V def2-TZVPD RIJCOSX def2/J DEFGRID3
* xyz 0 1
C 2.170 0.107 0.262
C 0.932 -0.366 -0.503
C -0.420 -0.161 0.194
C -1.567 -0.847 -0.614
O -0.387 -0.790 1.466
C -0.765 1.269 0.346
C -1.130 2.418 0.395
H 3.076 -0.123 -0.314
H 2.253 -0.398 1.231
H 2.157 1.188 0.436
H 1.017 -1.445 -0.684
H 0.870 0.135 -1.474
H -2.565 -0.663 -0.183
H -1.568 -0.445 -1.621
H -1.446 -1.941 -0.692
H -1.144 -1.360 1.323
H -1.482 3.423 0.432
*
```

HOMO-LUMO gap   0.4054 Ha
Energy above the lowest of the compared OMol25 structures with the same formula, charge and spin   39.6 kcal per mole
Structure (SMILES)   C#C[C@](C)(O)CC